Below is C41H37ClCrN7O6S2 as an isolated structure at a distorted geometry, with properties calculated with ωB97M-V/def2-TZVPD.

XYZ file:
```
95
Properties=species:S:1:pos:R:3:mulliken_charge:R:1
C -2.49 -3.27 -2.99 -0.44
H -1.68 -0.54 -1.16 0.69
C -3.55 -0.85 -2.16 -0.94
H -2.10 -4.23 -3.28 0.56
C -1.72 -2.40 -2.23 -0.50
C -2.87 -2.30 2.54 -0.13
H -2.15 -2.65 6.68 0.28
C 1.42 -2.87 -0.73 -0.18
H 0.95 -2.63 5.43 0.38
N 0.18 -2.38 -0.71 0.40
H -2.70 -0.49 1.55 -0.31
C 0.67 -2.85 4.39 -1.79
C 2.95 -4.16 -2.44 0.48
C -2.27 -1.20 -1.79 0.94
C -3.09 -2.81 6.15 -1.51
C -3.06 -2.12 4.83 1.21
H 4.73 4.92 -0.15 0.38
O -0.19 -1.70 2.52 0.10
H 3.82 0.30 -6.12 0.42
Cl 0.29 -3.73 -4.33 -0.14
H 0.40 1.16 -1.21 -0.27
C 4.10 1.60 -0.26 -0.44
H -3.89 -2.42 6.78 0.43
C -1.63 5.15 -1.96 -0.40
N -2.95 -0.91 2.45 0.23
C -0.82 1.90 0.68 -0.70
H -3.97 0.09 -1.83 0.41
C -3.13 -0.71 4.76 -1.27
C 1.70 -3.50 -1.96 0.13
H -0.27 -3.40 4.36 0.32
C 1.68 0.34 -6.02 -0.55
C 2.96 0.28 -5.48 -0.69
C -2.10 2.92 -1.19 -0.25
C 1.20 -0.43 3.95 -1.68
C -1.16 3.05 -0.17 -0.20
C 4.69 2.80 0.12 -0.61
O -1.43 0.76 0.50 -0.45
C 1.08 0.79 3.26 0.67
H 1.88 2.80 -2.54 0.41
H -3.03 3.83 -2.89 0.42
H 4.11 0.15 -3.66 0.48
O 2.00 -1.51 1.07 -0.50
C 1.60 2.07 3.86 -1.63
Cr 0.12 -0.68 0.85 0.65
C 0.53 -3.36 -2.68 -0.15
C 0.57 0.31 -5.19 -0.72
N 0.15 2.05 1.56 -0.58
C -0.44 4.25 -0.07 -0.35
C 3.12 0.20 -4.10 -0.45
H 1.44 -3.48 3.95 0.30
H 2.95 4.92 -1.86 0.40
S 2.24 0.06 -1.50 0.42
N -2.96 -2.87 3.76 -0.45
H -1.81 5.96 -2.65 0.40
C 0.55 -1.60 3.56 1.22
H 0.31 4.32 0.71 0.49
C 2.67 2.80 -1.80 -0.38
H 4.38 0.66 0.20 0.50
H 2.14 1.87 4.78 0.45
C 3.10 1.62 -1.22 0.19
C 2.35 -2.50 0.37 1.02
N -0.38 -2.72 -1.90 0.41
O 3.42 -3.14 0.50 -0.90
H 2.26 2.55 3.14 0.24
H 5.45 2.80 0.89 0.42
C 0.73 0.23 -3.82 -0.14
H -3.22 -0.11 5.66 0.35
O 3.07 -4.53 -3.59 -0.66
C -4.30 -1.69 -2.97 -0.69
C -3.09 1.35 3.30 -1.04
S -2.69 -3.17 1.13 -0.44
H 3.68 -3.87 -0.65 0.43
H -0.13 0.20 -3.16 0.26
H -2.63 1.98 -1.29 0.51
H -3.97 1.62 2.71 0.33
H -3.23 -3.88 6.00 0.38
H -5.30 -1.40 -3.28 0.39
C 3.28 3.99 -1.42 -0.63
C 4.28 3.99 -0.46 -0.50
H 1.55 0.41 -7.09 0.39
C -2.33 3.96 -2.08 -0.95
H -3.12 1.89 4.24 0.38
H -0.43 0.33 -5.61 0.47
N 0.80 0.29 -0.86 0.24
H 0.77 2.75 4.05 0.26
C -3.05 -0.12 3.53 1.34
H -2.20 1.66 2.74 0.08
C -0.68 5.29 -0.95 -0.76
H 1.75 -0.44 4.88 0.25
O 3.90 -4.32 -1.55 -0.63
H -4.36 -3.59 -3.97 0.38
C 2.00 0.19 -3.28 0.38
H -0.11 6.20 -0.86 0.43
C -3.77 -2.91 -3.37 -0.88
N 0.47 0.82 2.10 2.17
```

Computed properties:
Total charge: -1
LUMO energy (spin up / spin down), eV: 2.25 / 2.25
E_HOMO (spin up / spin down), eV: -2.480 / -4.232
2S+1: 5